{"formula": "C6H11ClN", "method": "ωB97M-V/def2-TZVPD", "symbols": ["C", "C", "C", "C", "C", "C", "N", "Cl", "H", "H", "H", "H", "H", "H", "H", "H", "H", "H", "H"], "xyz": [[0.0480, 2.5523, 1.9490], [-0.6028, -0.8223, 0.4210], [-0.6861, 1.4978, 1.3209], [1.1127, -2.1036, -1.5657], [-0.7132, -0.5518, -1.1194], [0.6310, -0.7626, -1.6364], [-0.1474, 0.3532, 1.0452], [1.5999, 0.6195, -1.8063], [-0.5161, 3.1795, 2.7481], [0.9762, 2.2397, 2.4153], [0.1254, -1.5380, 0.6219], [-1.4974, -1.1145, 0.9775], [-1.6540, 1.7652, 0.9211], [2.1648, -2.3210, -1.5597], [0.6166, -2.6895, -0.8092], [0.7662, -2.6400, -2.4559], [-1.1597, 0.4330, -1.2928], [-1.4131, -1.3369, -1.2635], [0.3492, 3.2399, 1.0892]], "nbo_charge": [-0.706, -0.280, 0.184, -0.705, -0.432, 0.000, 0.017, 0.072, 0.290, 0.264, 0.269, 0.260, 0.257, 0.262, 0.212, 0.258, 0.237, 0.250, 0.293], "multiplicity": 3, "de_lowest_kj_mol": 0.00, "orbital_gap_ev": [6.56, 7.06], "charge": 1, "energy_ha": -749.738477}

***

{"formula": "C6H11ClN2", "method": "ωB97M-V/def2-TZVPD", "symbols": ["C", "C", "C", "C", "C", "C", "N", "N", "Cl", "H", "H", "H", "H", "H", "H", "H", "H", "H", "H", "H"], "xyz": [[-0.4805, -1.4143, 0.1861], [-1.6287, -0.4239, 0.0001], [0.7873, -0.5565, 0.1326], [1.3616, -0.4190, -1.2419], [1.6935, -1.0878, 1.2071], [-1.6120, 2.0276, -0.5346], [0.1874, 0.8005, 0.4632], [-1.0983, 0.7785, -0.1108], [-3.2669, -0.7268, 0.0102], [-0.7606, -2.3629, 0.6809], [0.4990, 0.0732, -1.7865], [1.7787, -1.2038, -1.6917], [2.2004, 0.2332, -1.1404], [2.4417, -0.3382, 1.2805], [1.9404, -2.0965, 1.0007], [1.0769, -1.0790, 2.0640], [-2.6134, 1.8232, -0.9913], [-1.7445, 2.7366, 0.3115], [-0.8792, 2.3559, -1.2977], [0.1170, 0.8802, 1.4581]], "nbo_charge": [-0.409, 0.141, 0.098, -0.603, -0.616, -0.402, -0.443, -0.304, 0.070, 0.226, 0.211, 0.210, 0.204, 0.210, 0.226, 0.210, 0.217, 0.197, 0.216, 0.342], "multiplicity": 1, "de_lowest_kj_mol": 272.53, "orbital_gap_ev": 7.98, "smiles": "CN1NC(C)(C)C=C1Cl", "energy_ha": -804.797829}

***

{"formula": "C6H11ClN2O4", "method": "ωB97M-V/def2-TZVPD", "symbols": ["N", "C", "C", "C", "C", "N", "C", "C", "H", "H", "H", "H", "H", "H", "H", "H", "H", "H", "H", "O", "Cl", "O", "O", "O"], "xyz": [[2.7136, -0.3983, 1.3543], [1.6149, 0.1584, 1.6096], [0.8650, 1.1354, 0.7489], [-0.5071, 0.5949, 0.3303], [-0.5154, -0.8386, -0.0753], [-1.7013, -1.3202, 0.0318], [-2.6689, -0.2849, 0.4891], [-1.7200, 0.6079, 1.2884], [3.0659, -0.1014, 0.4377], [1.1288, -0.1180, 2.5561], [1.3908, 1.2855, -0.1899], [0.7484, 2.0856, 1.2765], [-0.8215, 1.1315, -0.5790], [0.3403, -1.4184, -0.4141], [-1.9351, -2.2816, -0.1819], [-3.5272, -0.7227, 0.9914], [-2.9939, 0.2426, -0.4148], [-1.4508, 0.0796, 2.2086], [-2.1038, 1.6026, 1.5028], [1.4170, -1.6184, -2.0643], [1.6251, -0.2833, -2.6161], [0.3700, 0.4402, -2.5093], [2.0447, -0.3768, -3.9711], [2.6205, 0.3985, -1.8095]], "nbo_charge": [-0.568, 0.104, -0.499, -0.304, 0.332, -0.447, -0.231, -0.397, 0.364, 0.147, 0.280, 0.231, 0.290, 0.301, 0.438, 0.229, 0.219, 0.212, 0.242, -0.895, 2.546, -0.903, -0.811, -0.878], "multiplicity": 1, "orbital_gap_ev": 8.80, "energy_ha": -1105.572290}

***

{"formula": "C6H11ClN4O2", "method": "ωB97M-V/def2-TZVPD", "symbols": ["C", "C", "C", "C", "C", "C", "N", "N", "N", "N", "O", "O", "Cl", "H", "H", "H", "H", "H", "H", "H", "H", "H", "H", "H"], "xyz": [[1.8140, -0.6373, -0.1012], [1.5498, 1.2891, 1.4352], [-1.8903, -0.6064, -0.9574], [0.1906, 1.7531, 0.9995], [-1.6573, 0.8281, -0.2896], [-3.5126, -2.0627, -1.8209], [-0.5079, 0.7644, 0.2156], [2.1930, 0.2494, 0.8842], [2.7303, -1.2988, -0.7461], [2.1201, 1.9347, 2.4282], [-0.9222, -1.2766, -1.0477], [-3.1166, -0.8437, -1.2316], [-2.8888, 1.9733, -0.4563], [-0.5062, 2.1192, 1.7511], [0.2942, 2.6836, 0.3003], [-4.4872, -2.3592, -1.5633], [-2.7377, -2.8640, -1.4733], [-3.4095, -1.9216, -2.8812], [0.8286, -0.9790, -0.4331], [3.1780, 0.1655, 1.2052], [2.4831, -1.9283, -1.5115], [3.6772, -0.9716, -0.5674], [1.6188, 2.4416, 3.0518], [2.9585, 1.5472, 2.8096]], "nbo_charge": [0.419, 0.628, 0.794, -0.369, 0.187, -0.265, -0.483, -0.568, -0.604, -0.622, -0.619, -0.443, 0.153, 0.291, 0.302, 0.230, 0.203, 0.212, 0.339, 0.439, 0.481, 0.426, 0.445, 0.423], "multiplicity": 1, "de_lowest_kj_mol": 0.00, "orbital_gap_ev": 8.00, "smiles": "COC(=O)/C(Cl)=N/CC(=[NH2+])NC=[NH2+]", "charge": 2, "energy_ha": -1064.261597}

***

{"formula": "C6H11ClN4O2", "method": "ωB97M-V/def2-TZVPD", "symbols": ["C", "C", "C", "C", "C", "C", "N", "N", "N", "N", "O", "O", "Cl", "H", "H", "H", "H", "H", "H", "H", "H", "H", "H", "H"], "xyz": [[0.7445, 1.5846, 1.5471], [-0.9915, -0.0278, 1.1684], [-0.9184, -0.9923, -1.5484], [1.3717, 1.5734, 0.1631], [-0.4342, 0.3158, -0.8560], [-0.9644, -2.0855, -3.6209], [-0.3927, 0.9290, 1.9062], [0.8608, 0.6647, -0.7753], [1.4375, 2.2236, 2.4599], [-1.8882, -0.7446, 1.6956], [-1.4831, -1.8452, -0.9015], [-0.5963, -0.9590, -2.8286], [-1.4562, 1.6855, -1.1963], [1.2880, 2.5827, -0.0940], [2.4967, 1.3685, 0.2560], [-1.4842, -1.6063, -4.4856], [-1.7346, -2.6106, -2.9447], [-0.0485, -2.5902, -3.8503], [-0.7631, 1.0386, 2.9286], [1.5557, -0.1379, -0.7728], [2.3327, 2.6803, 2.3272], [1.1832, 2.5396, 3.3968], [-2.2256, -1.5619, 1.1600], [-2.1550, -0.6680, 2.7279]], "nbo_charge": [0.609, 0.456, 0.748, -0.292, 0.225, -0.273, -0.594, -0.581, -0.671, -0.672, -0.564, -0.456, 0.134, 0.274, 0.292, 0.233, 0.225, 0.225, 0.427, 0.431, 0.456, 0.455, 0.488, 0.427], "multiplicity": 1, "de_lowest_kj_mol": 54.82, "orbital_gap_ev": 9.51, "smiles": "CO/C([O-])=C(\\Cl)NCC(=[NH2+])[NH+]=C=[NH2+]", "charge": 2, "energy_ha": -1064.240718}

***

{"formula": "C6H11ClNO3P", "method": "ωB97M-V/def2-TZVPD", "symbols": ["C", "C", "C", "C", "C", "C", "N", "O", "O", "O", "P", "Cl", "H", "H", "H", "H", "H", "H", "H", "H", "H", "H", "H"], "xyz": [[-2.2154, 2.3045, 0.0295], [-2.1182, 1.3068, 1.0973], [0.3733, -2.2846, -0.6508], [2.0821, -1.0762, -2.0713], [-1.0768, 0.8714, 3.1539], [0.6754, -1.0484, -1.4923], [-2.3597, 3.0815, -0.7979], [-2.7825, 0.3078, 1.1271], [0.9076, 1.5638, -1.4942], [-1.2573, 1.7209, 2.0244], [0.3133, 0.4627, -0.4532], [1.8443, 0.3608, 0.8743], [0.5559, 2.4490, -1.3691], [-0.6289, -2.2242, -0.2277], [0.4393, -3.1836, -1.2596], [1.0888, -2.3685, 0.1661], [2.1929, -1.9423, -2.7219], [2.8195, -1.1506, -1.2775], [2.2819, -0.1785, -2.6519], [-0.2800, 0.1535, 2.9490], [-2.0033, 0.3370, 3.3737], [-0.7979, 1.5189, 3.9815], [-0.0543, -0.9817, -2.3093]], "nbo_charge": [0.179, 0.712, -0.622, -0.619, -0.272, -0.529, -0.260, -0.534, -0.990, -0.481, 1.094, -0.334, 0.510, 0.217, 0.218, 0.213, 0.212, 0.214, 0.227, 0.204, 0.208, 0.205, 0.229], "multiplicity": 1, "de_lowest_kj_mol": 0.00, "orbital_gap_ev": 9.50, "smiles": "CC(C)P(O)Cl.COC(=O)C#N", "energy_ha": -1317.275410}